[1]
The following is a DFT calculation (ωB97M-V/def2-TZVPD) of a molecular structure, C55H51BF2IN5O4S2Ti in a non-equilibrium geometry.

Each line ends with the Mulliken charge.
Cartesian coordinates (Å):
Ti1 1.0457 1.3040 1.1874  -0.413
C1 -2.0240 0.5036 3.8470  -1.113
C2 -1.6995 -0.8189 3.2242  0.721
N1 -2.5705 -1.8040 3.4156  -0.547
C3 -2.2932 -3.0221 2.9510  -1.168
C4 -1.0941 -3.3613 2.3501  0.981
C5 -0.8621 -4.7756 1.8698  -1.040
O1 0.4198 -5.2954 2.1847  -0.534
C6 -0.1399 -2.3504 2.2085  0.745
C7 1.2796 -2.6337 1.8270  -1.533
N2 2.2860 -2.3131 2.5288  -0.653
C8 2.1763 -1.8597 3.8638  0.096
C9 1.5144 -2.6482 4.8048  0.132
C10 1.5341 -2.3145 6.1478  -0.769
C11 2.2191 -1.1885 6.5897  -0.707
C12 2.8682 -0.3973 5.6620  -0.688
C13 2.8519 -0.7089 4.2993  0.234
I1 1.0323 2.8386 3.4639  -0.394
C14 -0.4988 -1.0463 2.5244  0.720
O2 0.2972 -0.0483 2.1222  1.566
H1 -3.1035 0.5852 3.9655  0.327
H2 -1.6352 1.3420 3.2751  -0.067
H3 -1.5633 0.5702 4.8345  0.300
H4 -3.0613 -3.7752 3.0983  0.434
H5 -0.9302 -4.8068 0.7801  0.003
H6 -1.6551 -5.4191 2.2594  0.530
H7 0.4543 -5.5067 3.1233  0.378
H8 1.4832 -3.1528 0.8893  1.292
H9 1.0029 -3.5411 4.4720  0.240
H10 1.0139 -2.9439 6.8585  0.437
H11 2.2408 -0.9358 7.6403  0.433
H12 3.3883 0.4965 5.9839  0.442
C15 -6.1035 4.8138 -1.5800  -1.488
C16 -5.0666 3.8269 -1.1224  1.027
C17 -4.6518 3.7839 0.2042  -0.978
C18 -3.7223 2.8447 0.6288  -0.645
C19 -3.1985 1.9483 -0.2919  -0.602
C20 -3.5871 1.9798 -1.6264  -0.158
C21 -4.5118 2.9204 -2.0308  -0.940
S1 -2.0325 0.7833 0.3498  0.819
O3 -0.6574 1.2374 -0.1352  0.071
C22 -2.5263 -0.7231 -0.4862  1.348
C23 -3.5537 -1.3475 0.2692  -1.003
C24 -3.9987 -2.5842 -0.0686  -1.372
C25 -3.4059 -3.2845 -1.1498  0.769
C26 -3.7903 -4.6110 -1.4636  -0.859
C27 -3.2124 -5.2772 -2.5039  -0.751
C28 -2.2281 -4.6388 -3.2891  -0.868
C29 -1.8419 -3.3590 -3.0125  -0.662
C30 -2.4087 -2.6475 -1.9232  1.128
C31 -1.9777 -1.3212 -1.5917  -0.898
C32 -1.0478 -0.6429 -2.5491  -0.375
C33 -1.5706 -0.2097 -3.8118  1.182
C34 -2.9404 -0.3533 -4.1543  -0.566
C35 -3.4053 0.0679 -5.3670  -0.779
C36 -2.5289 0.6511 -6.3070  -0.808
C37 -1.2091 0.8110 -6.0012  -0.941
C38 -0.6982 0.3925 -4.7488  0.631
C39 0.6727 0.5761 -4.4212  -1.396
C40 1.1573 0.1675 -3.2208  -1.392
C41 0.2810 -0.4546 -2.3034  0.805
S2 0.9490 -0.9404 -0.7262  2.597
O4 1.8168 0.2577 -0.3159  -0.191
C42 2.1445 -2.1468 -1.2503  -0.319
C43 1.6872 -3.3194 -1.8316  -0.656
C44 2.6016 -4.3071 -2.1543  -0.832
C45 3.9604 -4.1425 -1.8901  0.973
C46 4.9511 -5.2230 -2.2211  -1.606
C47 4.3841 -2.9568 -1.2948  -0.942
C48 3.4849 -1.9558 -0.9613  -0.425
H13 -6.4171 5.4659 -0.7674  0.364
H14 -6.9841 4.2911 -1.9560  0.333
H15 -5.7222 5.4344 -2.3917  0.345
H16 -5.0627 4.4884 0.9159  0.355
H17 -3.4045 2.8127 1.6646  0.525
H18 -3.1609 1.2905 -2.3409  0.643
H19 -4.8129 2.9563 -3.0712  0.474
H20 -3.9641 -0.8350 1.1327  0.451
H21 -4.7906 -3.0554 0.4995  0.460
H22 -4.5513 -5.0865 -0.8575  0.489
H23 -3.5084 -6.2921 -2.7326  0.427
H24 -1.7798 -5.1665 -4.1207  0.495
H25 -1.0943 -2.8801 -3.6325  0.493
H26 -3.6253 -0.8014 -3.4455  0.473
H27 -4.4528 -0.0500 -5.6111  0.487
H28 -2.9073 0.9714 -7.2683  0.417
H29 -0.5297 1.2637 -6.7125  0.478
H30 1.3252 1.0483 -5.1448  0.462
H31 2.1934 0.3179 -2.9467  0.588
H32 0.6320 -3.4672 -2.0307  0.409
H33 2.2527 -5.2245 -2.6119  0.354
H34 4.4672 -6.0761 -2.6928  0.369
H35 5.4518 -5.5732 -1.3176  0.344
H36 5.7217 -4.8506 -2.8971  0.361
H37 5.4359 -2.8174 -1.0770  0.457
H38 3.8114 -1.0445 -0.4802  0.398
C49 4.5597 5.4407 2.0292  -0.663
C50 4.7768 3.9428 2.1417  -0.504
N3 3.9000 3.2296 1.2060  -0.051
C51 2.8596 3.7921 0.5482  0.175
N4 1.8040 3.0654 0.2245  0.450
C52 0.8567 3.7774 -0.6496  -0.124
C53 0.5902 5.1586 -0.0762  -0.656
C54 1.8781 5.9404 -0.1804  -0.744
N5 3.0063 5.0934 0.2110  0.184
C55 4.2543 5.7548 0.5766  -0.964
H39 5.4434 5.9742 2.3777  0.463
H40 3.7100 5.7502 2.6417  0.289
H41 4.5728 3.5999 3.1549  0.165
H42 5.8103 3.6912 1.8968  0.446
H43 3.8330 2.2350 1.3454  -0.210
H44 -0.0594 3.2034 -0.7308  -0.567
H45 1.2741 3.8630 -1.6612  0.437
H46 0.3057 5.0419 0.9726  0.226
H47 -0.2137 5.6755 -0.6002  0.449
H48 1.8652 6.8252 0.4599  0.487
H49 2.0370 6.2751 -1.2094  0.317
H50 4.1283 6.8215 0.4032  0.471
H51 5.0647 5.4024 -0.0680  0.329
F1 4.4242 1.1535 3.6436  -0.230
B1 3.4744 0.2846 3.3271  -0.173
F2 3.1287 0.2985 2.0108  0.260

The value obtained for the energy relative to the best compared isomer or geometry (same formula, charge and spin) is 1.765 eV. The total energy comes out at -4869.45796 hartree. The expectation value of S² is 0.753. The frontier orbital gap (alpha / beta) comes out at 7.291 / 7.615 eV. Its multiplicity is 2. As for the total charge: +1.

[2]
The following is a DFT calculation (ωB97M-V/def2-TZVPD) of 6 unconnected molecules or ions with the total composition C35H72BBr10IO5P in a non-equilibrium geometry.

Each line ends with the Mulliken charge.
Cartesian coordinates (Å):
C1 0.8508 3.2918 0.8606  -0.698
C2 2.1794 3.2218 1.2734  -0.150
C3 2.7865 2.1688 2.2815  -1.071
C4 3.3890 0.8406 1.5635  0.949
C5 3.2580 -0.2401 2.7414  -1.354
C6 1.8029 -0.8755 2.8923  -0.556
C7 1.7905 -2.3360 2.2370  -0.201
C8 1.6159 -3.4484 3.3976  -0.637
C9 1.2547 -4.8835 2.7724  -0.578
C10 0.2563 -5.7431 3.6696  -0.887
C11 -1.1130 -4.9171 3.8754  -0.673
C12 -1.6696 -4.2812 2.5277  1.284
C13 -3.2695 -4.0874 2.6403  -0.831
C14 -3.6526 -2.7194 3.3706  -0.741
C15 -3.4176 -1.4301 2.4377  -0.536
C16 -4.7996 -0.6650 2.0820  -0.622
C17 -5.1223 -0.9746 0.5478  -0.474
C18 -4.3101 0.0286 -0.3919  -0.487
O1 2.3380 0.5738 0.5944  0.392
P1 3.0053 -0.3349 -0.7337  -0.235
B1 3.4676 -1.1157 -2.4390  1.092
O2 4.7783 -1.0581 -3.0574  -0.546
O3 2.4134 -1.7790 -3.1737  -0.537
C19 2.7612 -3.1291 -3.5337  -0.594
O4 4.6347 0.2269 -0.3932  -0.073
C20 4.8212 0.9609 0.8368  0.838
C21 5.4122 2.4096 0.5049  -1.591
C22 5.6181 2.7081 -1.0448  -0.328
C23 4.2412 2.9607 -1.8406  -0.256
I1 6.6908 4.6516 -1.1284  -0.083
O5 5.8050 0.4056 1.7374  -0.418
C24 6.7850 -0.3877 1.0489  -0.147
C25 6.3893 -1.9529 0.9622  -0.525
H1 0.5791 4.0282 0.0479  0.214
H2 0.0327 2.6051 1.2533  0.182
H3 2.8797 4.0140 0.8447  0.299
H4 3.5870 2.6384 2.9562  0.256
H5 1.9512 1.8621 3.0010  0.523
H6 3.4850 0.3255 3.7140  0.590
H7 3.9966 -1.0939 2.6814  0.179
H8 1.6469 -1.0428 4.0171  0.368
H9 0.9553 -0.2096 2.5579  0.163
H10 0.9992 -2.4866 1.4431  0.368
H11 2.7868 -2.5995 1.7415  -0.127
H12 0.8801 -3.1039 4.1911  0.357
H13 2.6159 -3.5777 3.9397  0.329
H14 2.2105 -5.5014 2.6527  0.509
H15 0.8714 -4.7304 1.7087  0.295
H16 0.7448 -5.9151 4.6872  0.331
H17 0.0440 -6.7696 3.2177  0.149
H18 -0.9111 -4.1200 4.6514  0.183
H19 -1.9166 -5.6247 4.2799  0.399
H20 -1.2639 -3.2415 2.3020  -0.354
H21 -1.4746 -4.9649 1.6272  -0.766
H22 -3.7364 -4.9287 3.2574  0.475
H23 -3.7856 -4.0952 1.6314  0.255
H24 -3.0235 -2.5388 4.3099  0.247
H25 -4.7293 -2.7545 3.7230  0.488
H26 -2.9143 -1.7858 1.4776  0.310
H27 -2.7330 -0.6875 2.9484  0.319
H28 -5.6312 -0.9920 2.7800  0.378
H29 -4.5932 0.4481 2.1654  0.230
H30 -4.7904 -2.0511 0.3516  0.174
H31 -6.2534 -0.9354 0.3818  0.355
H32 -4.1750 -0.4478 -1.4184  0.301
H33 -3.3001 0.1975 0.1161  0.197
H34 -4.8847 1.0168 -0.4374  -0.114
H35 2.6030 0.8315 -1.5300  -0.355
H36 1.7210 -1.0295 -0.8339  -0.300
H37 3.3842 -1.4869 0.0642  -0.544
H38 4.8095 -0.3931 -3.7704  0.252
H39 3.2124 -3.6603 -2.6245  0.225
H40 3.4983 -3.1306 -4.4108  0.228
H41 1.8197 -3.6655 -3.8891  0.195
H42 6.4524 2.4602 0.9790  0.444
H43 4.8341 3.2774 0.9409  0.403
H44 6.3103 1.9825 -1.5641  0.490
H45 4.2119 2.1631 -2.6588  -0.068
H46 4.2513 3.9612 -2.3625  0.352
H47 3.3368 2.7829 -1.1827  -0.153
H48 7.7237 -0.3650 1.7065  0.384
H49 7.1110 0.0317 0.0461  0.106
H50 5.3192 -2.1110 1.3061  -0.021
H51 7.0544 -2.5345 1.6687  0.299
H52 6.4671 -2.3631 -0.0883  0.181
Br1 -1.5324 -6.8424 0.1528  -0.052
C26 -0.3036 -7.8584 -0.9732  -0.610
C27 0.6710 -8.6638 -0.1514  -0.593
Br2 2.0802 -7.5408 0.5820  -0.097
H53 0.1807 -7.1435 -1.6367  0.385
H54 -0.9423 -8.5190 -1.5609  0.326
H55 1.1874 -9.3934 -0.7765  0.343
H56 0.2042 -9.1768 0.6882  0.370
Br3 -3.8571 3.3333 -0.8484  -0.061
C28 -5.2363 4.6301 -1.3062  -0.357
C29 -6.6126 4.0239 -1.2049  -0.549
Br4 -6.9979 2.8759 -2.7328  -0.128
H57 -5.0021 5.0050 -2.3015  0.396
H58 -5.1192 5.4368 -0.5821  0.062
H59 -7.3774 4.8015 -1.2343  0.394
H60 -6.7511 3.4177 -0.3102  0.316
Br5 -6.3025 4.1584 3.3493  -0.107
C30 -7.4522 5.7230 3.5117  -0.593
C31 -7.9527 6.1744 2.1635  -0.567
Br6 -6.5669 7.1257 1.1769  -0.144
H61 -6.8788 6.4865 4.0352  0.375
H62 -8.2827 5.4022 4.1415  0.335
H63 -8.7656 6.8929 2.2753  0.362
H64 -8.2856 5.3525 1.5311  0.346
Br7 8.4782 7.0574 -4.1989  -0.127
C32 7.1375 7.0171 -5.6114  -0.581
C33 5.9790 6.1253 -5.2395  -0.590
Br8 6.4417 4.2434 -5.4396  -0.114
H65 7.6447 6.7056 -6.5231  0.368
H66 6.8075 8.0510 -5.7195  0.338
H67 5.1389 6.2848 -5.9167  0.376
H68 5.6431 6.2621 -4.2119  0.315
Br9 -10.0729 2.2768 -6.6368  -0.131
C34 -8.1779 2.7250 -6.5532  -0.109
C35 -7.3398 1.6994 -7.2749  -0.600
Br10 -7.1393 0.0757 -6.2169  -0.132
H69 -7.9220 2.8264 -5.4993  -0.126
H70 -8.0949 3.6984 -7.0378  0.325
H71 -6.3244 2.0690 -7.4228  0.343
H72 -7.7567 1.4023 -8.2360  0.387

The total energy comes out at -28156.88301 hartree. The frontier orbital gap comes out at 5.470 eV. Its multiplicity is 1. As for the total charge: -1.

[3]
The following is a DFT calculation (ωB97M-V/def2-TZVPD) of C3H5NSi in the gas phase in a non-equilibrium geometry.

Each line ends with the Mulliken charge.
Cartesian coordinates (Å):
C1 -2.2955 0.1209 0.0035  0.105
C2 1.8464 0.3532 -0.3411  -0.553
C3 0.6883 0.6435 0.2347  -0.238
N1 -3.2888 0.6447 -0.2352  -0.371
Si1 -0.6260 -0.8072 0.3959  0.407
H1 2.6683 1.0526 -0.5150  0.253
H2 2.1081 -0.7167 -0.5782  0.142
H3 0.2336 1.6095 0.4126  0.362
H4 -0.3796 -1.2771 -0.9975  -0.044
H5 -0.9548 -1.6234 1.6202  -0.064

The SMILES is C=C[SiH2]C#N. The value obtained for the energy relative to the best compared isomer or geometry (same formula, charge and spin) is 0.516 eV. The total energy comes out at -461.49369 hartree. The frontier orbital gap comes out at 11.190 eV. Its multiplicity is 1.

[4]
The following is a DFT calculation (ωB97M-V/def2-TZVPD) of C5H7F2N in the gas phase in a non-equilibrium geometry.

Each line ends with the Mulliken charge.
Cartesian coordinates (Å):
C1 0.1205 -0.7663 0.6730  -0.889
C2 -1.5373 0.4836 -0.8029  -0.236
C3 -1.0364 -0.8532 -0.4514  -0.562
C4 2.0728 0.7259 0.3787  -0.090
C5 1.4801 -0.4070 0.2127  0.397
N1 -1.7261 1.3096 0.1046  -0.369
F1 3.3484 1.0170 0.0668  -0.251
F2 2.2151 -1.4173 -0.2852  -0.303
H1 -0.2754 -0.0332 1.2253  0.377
H2 0.1715 -1.7381 1.2886  0.334
H3 -1.8664 0.6465 -1.8344  0.421
H4 -1.7225 -1.3718 0.0641  0.321
H5 -0.7398 -1.4259 -1.3229  0.287
H6 1.5524 1.5814 0.8280  0.307
H7 -2.0570 2.2486 -0.1450  0.256

The value obtained for the energy relative to the best compared isomer or geometry (same formula, charge and spin) is 2.058 eV. The total energy comes out at -448.96719 hartree. The expectation value of S² is 2.006. The frontier orbital gap (alpha / beta) comes out at 6.545 / 6.627 eV. Its multiplicity is 3.